1.
ORCA calculation (ωB97M-V/def2-TZVPD) on one molecule with the formula C3H6F2.

**HOMO level**: -11.57 eV
**Maximum force**: 5.7 eV Å⁻¹
**Kohn-Sham gap**: 12.701 eV
**Energy relative to the best compared isomer or geometry (same formula, charge and spin)**: 39.4 kcal per mole
**SMILES string**: CCC(F)F

Last column: Löwdin charge in e.
Element x y z (Å)
C 1.3616 0.3494 -0.0999  -0.10
C -0.1336 0.1131 0.5194  -0.14
C -1.1878 -0.6520 -0.2963  -0.51
F -2.4337 -0.1867 -0.0771  0.06
F -0.9372 -0.3085 -1.4939  0.09
H 1.5994 1.2162 0.4391  0.01
H 2.2754 -0.3734 0.2090  0.11
H 1.3275 0.6373 -1.2681  0.11
H -0.0614 -0.3013 1.5035  0.07
H -0.6315 1.2033 0.8448  0.17
H -1.1787 -1.6975 -0.2805  0.14



2.
ORCA calculation (ωB97M-V/def2-TZVPD) on one molecule with the formula C3H6F2S.

**HOMO level**: -9.36 eV
**Maximum force**: 2.8 eV Å⁻¹
**Kohn-Sham gap**: 10.236 eV
**Energy relative to the best compared isomer or geometry (same formula, charge and spin)**: 9.2 kcal per mole
**SMILES string**: C[C@@H](S)C(F)F

Last column: Löwdin charge in e.
Element x y z (Å)
C 0.9243 1.1103 -0.0277  -0.08
C 0.2638 -0.2642 -0.4709  -0.62
S 0.9253 -1.8301 0.1995  0.79
C -1.1957 -0.2137 -0.0700  -0.41
F -1.9143 -1.2939 -0.6169  -0.02
F -1.3422 -0.3139 1.3191  -0.01
H 0.4022 1.8683 -0.5332  0.05
H 2.0191 1.0952 -0.2384  0.09
H 0.8337 1.2878 1.0646  0.09
H 0.2270 -0.4929 -1.5608  0.11
H 0.5917 -1.7270 1.4270  -0.18
H -1.7351 0.7740 -0.4924  0.19



3.
ORCA calculation (ωB97M-V/def2-TZVPD) on C3H6F3LuO as an isolated structure.

**Net charge**: +1
**HOMO level (spin up / spin down)**: -11.95 / -11.95 eV
**Maximum force**: 3.9 eV Å⁻¹
**2S+1**: 2
**Kohn-Sham gap (spin up / spin down)**: 5.944 / 4.625 eV
**Energy relative to the best compared isomer or geometry (same formula, charge and spin)**: 0.0 kcal per mole
**Expectation value of S²**: 0.75

Last column: Löwdin charge in e.
Element x y z (Å)
H -1.5078 0.2287 -0.8336  0.11
C -0.4311 0.1437 -1.0376  -0.34
F -3.4187 -0.9879 -0.6176  -0.70
F -0.0661 1.4451 -1.2718  0.04
F -0.0760 -0.5141 -2.1812  0.06
Lu -5.1718 -1.8011 0.1382  1.73
C 2.1045 0.8265 0.8937  -0.10
O 1.6657 -0.3195 0.1962  -0.17
C 0.2840 -0.5350 0.1889  -0.16
H 3.2004 0.8042 0.8997  0.10
H 1.7578 1.7655 0.4364  0.09
H 1.7295 0.8102 1.9308  0.09
H 0.0832 -1.6112 0.0952  0.13
H -0.1536 -0.2550 1.1628  0.12



4.
ORCA calculation (ωB97M-V/def2-TZVPD) on one molecule with the formula C3H6F3N3.

**HOMO level**: -9.70 eV
**Maximum force**: 3.8 eV Å⁻¹
**Kohn-Sham gap**: 10.618 eV
**Energy relative to the best compared isomer or geometry (same formula, charge and spin)**: 49.0 kcal per mole
**SMILES string**: CN1N[C@]1(N)C(F)(F)F

Last column: Löwdin charge in e.
Element x y z (Å)
C 1.2495 -0.2301 0.9171  -0.06
N 0.1939 0.4004 0.0633  -0.07
N -1.1951 0.2880 0.4773  0.10
C -0.6590 -0.5149 -0.6659  -0.48
N -1.2135 -0.1699 -1.9168  0.13
C -0.4197 -1.9888 -0.3836  -0.47
F -1.2363 -2.7255 -1.2098  0.09
F 0.8587 -2.3096 -0.8908  0.06
F -0.5418 -2.5766 0.8208  0.15
H 1.8469 -0.8716 0.2544  0.08
H 1.8101 0.5685 1.3830  0.08
H 0.8470 -0.9627 1.6238  0.08
H -1.7687 1.0795 0.1082  0.12
H -2.2313 -0.5381 -1.9430  0.15
H -0.7506 -0.6010 -2.6314  0.04



Number 1: energy -317.58072 Eh. Number 2: energy -715.80727 Eh. Number 3: energy -1727.92371 Eh. Number 4: energy -581.70015 Eh.